Entry from OMol25: 13 unconnected molecules or ions with the total composition C26H78O13 (ωB97M-V/def2-TZVPD).

F_max   0.0435 Eh/bohr
Energy above the lowest of the compared OMol25 structures with the same formula, charge and spin   90.7 kJ/mol
Electronic energy   -2015.32666 Ha
Multiplicity   2
Total charge   -1
Gap between HOMO and LUMO (alpha / beta)   1.21 / 9.03 eV

Geometry (Å):
C (1.863, -5.653, 1.244)
C (2.295, -4.227, 1.475)
O (1.177, -3.399, 1.435)
H (1.193, -6.060, 2.001)
H (2.746, -6.292, 1.193)
H (1.382, -5.697, 0.267)
H (2.971, -3.904, 0.683)
H (2.765, -4.122, 2.453)
H (0.778, -3.329, 2.305)
C (-0.225, -0.421, -0.041)
C (0.902, 0.361, 0.712)
O (1.002, 1.687, 0.258)
H (-0.372, -1.407, 0.399)
H (0.004, -0.646, -1.083)
H (-1.187, 0.091, -0.034)
H (1.918, -0.012, 0.578)
H (0.723, 0.399, 1.787)
H (0.157, 2.139, 0.324)
C (1.093, 5.409, -0.482)
C (0.903, 6.187, 0.871)
O (-0.261, 5.733, 1.567)
H (1.653, 4.510, -0.225)
H (1.777, 5.863, -1.199)
H (0.161, 5.259, -1.027)
H (0.675, 7.208, 0.565)
H (1.775, 6.173, 1.525)
H (-0.406, 6.416, 2.226)
C (5.511, -1.816, 1.312)
C (4.998, -0.949, 0.218)
O (5.427, 0.376, 0.472)
H (6.586, -1.923, 1.165)
H (5.125, -2.835, 1.303)
H (5.286, -1.400, 2.294)
H (3.910, -1.003, 0.172)
H (5.421, -1.297, -0.724)
H (5.446, 0.803, -0.387)
C (-4.223, -0.876, 1.555)
C (-5.248, -0.216, 2.510)
O (-4.439, 0.681, 3.212)
H (-3.432, -1.439, 2.049)
H (-3.728, -0.057, 1.034)
H (-4.724, -1.499, 0.814)
H (-5.798, -0.872, 3.184)
H (-5.972, 0.409, 1.988)
H (-4.923, 1.039, 3.961)
C (2.797, 3.247, 2.968)
C (3.983, 2.444, 2.440)
O (5.189, 3.096, 2.824)
H (1.852, 2.729, 2.804)
H (2.641, 4.145, 2.371)
H (2.826, 3.521, 4.023)
H (3.950, 2.360, 1.354)
H (3.886, 1.434, 2.837)
H (5.883, 2.480, 2.575)
C (0.296, -5.180, -2.515)
C (-0.693, -4.395, -1.735)
O (-1.956, -4.260, -2.401)
H (0.405, -4.725, -3.499)
H (-0.102, -6.192, -2.580)
H (1.247, -5.121, -1.986)
H (-0.248, -3.407, -1.608)
H (-0.876, -4.776, -0.730)
H (-2.475, -5.050, -2.232)
C (-3.868, -0.866, -2.191)
C (-4.065, 0.645, -2.075)
O (-3.198, 1.348, -2.940)
H (-4.545, -1.545, -1.672)
H (-2.873, -1.126, -1.831)
H (-4.043, -1.193, -3.216)
H (-4.052, 0.994, -1.043)
H (-5.056, 0.899, -2.453)
H (-3.152, 2.238, -2.585)
C (0.302, 1.438, -3.472)
C (1.452, 2.448, -3.144)
O (2.369, 1.750, -2.262)
H (-0.373, 1.386, -2.618)
H (0.666, 0.427, -3.659)
H (-0.325, 1.809, -4.282)
H (1.108, 3.347, -2.633)
H (1.930, 2.740, -4.078)
H (1.921, 1.545, -1.437)
C (-1.533, 2.595, 2.937)
C (-2.180, 2.817, 1.562)
O (-1.225, 3.367, 0.669)
H (-1.184, 3.571, 3.272)
H (-0.667, 1.948, 2.794)
H (-2.281, 2.129, 3.578)
H (-3.011, 3.518, 1.644)
H (-2.585, 1.887, 1.162)
H (-0.902, 4.204, 1.010)
C (2.858, -1.815, -2.482)
C (3.945, -2.857, -2.867)
O (3.354, -3.907, -3.550)
H (2.092, -1.614, -3.231)
H (3.380, -0.917, -2.149)
H (2.368, -2.184, -1.581)
H (4.446, -3.246, -1.981)
H (4.693, -2.340, -3.468)
H (3.692, -4.714, -3.155)
C (-2.373, -4.084, 2.361)
C (-2.062, -5.569, 2.073)
O (-2.964, -6.430, 2.728)
H (-1.863, -3.437, 1.647)
H (-1.951, -3.724, 3.300)
H (-3.427, -3.807, 2.384)
H (-1.067, -5.832, 2.432)
H (-2.145, -5.768, 1.004)
H (-2.502, -7.269, 2.795)
C (-3.891, 5.180, -2.814)
C (-3.178, 4.902, -1.493)
O (-2.816, 3.563, -1.491)
H (-4.222, 6.212, -2.926)
H (-4.857, 4.675, -2.838)
H (-3.254, 4.984, -3.677)
H (-3.707, 5.129, -0.567)
H (-2.225, 5.424, -1.571)
H (-2.249, 3.381, -0.738)